The following is a DFT calculation (ωB97M-V/def2-TZVPD) of a cluster of 2 separate species, CHClF2O2S in total.

The calculation puts the lowest unoccupied orbital energy (spin up / spin down) at -1.65 / -1.86 eV. The calculation puts the total energy at -1247.103231 Ha. The value obtained for the HOMO-LUMO gap (spin up / spin down) is 7.2 / 7.6 eV. As for the multiplicity: 1. The HOMO energy (spin up / spin down) comes out at -8.8506 / -9.4356 eV. The energy above the lowest of the compared OMol25 structures with the same formula, charge and spin comes out at 109.5 kcal/mol.

Last columns: bonded neighbours and bond lengths (Å).
Atoms and positions in Å:
1 F 0.857 -1.263 -0.741  C3 1.382
2 O 0.290 1.054 1.663  S6 1.547, Cl8 1.817
3 C -0.517 -1.135 -0.676  F1 1.382, H4 1.120, F5 1.294
4 H -0.673 -0.680 -1.688  C3 1.120
5 F -1.010 -2.207 -0.145  C3 1.294
6 S -0.727 1.408 0.552  O2 1.547, O7 1.420
7 O -0.211 2.357 -0.370  S6 1.420
8 Cl 1.990 0.467 1.406  O2 1.817

Taken from the Löwdin analysis, the atomic charges in e are:
1. F -0.0532
2. O -0.8771
3. C -0.2584
4. H 0.1333
5. F 0.1101
6. S 0.8497
7. O -0.4555
8. Cl 0.5510



The following is a DFT calculation (ωB97M-V/def2-TZVPD) of a cluster of 2 separate species, CHClF2OS in total.

The calculation puts the lowest unoccupied orbital energy (spin up / spin down) at -0.79 / -2.00 eV. The calculation puts the total energy at -1171.940500 Ha. The value obtained for the HOMO-LUMO gap (spin up / spin down) is 9.1 / 7.5 eV. As for the multiplicity: 1. The HOMO energy (spin up / spin down) comes out at -9.8443 / -9.5366 eV. The energy above the lowest of the compared OMol25 structures with the same formula, charge and spin comes out at 43.7 kcal/mol.

Last columns: bonded neighbours and bond lengths (Å).
Atoms and positions in Å:
1 F -1.083 -0.143 1.608  C6 1.345
2 H -0.713 0.600 -0.250  C6 1.124
3 S 1.361 -0.432 -0.875  Cl4 2.144, O7 1.461
4 Cl 1.993 1.616 -0.811  S3 2.144
5 F -2.200 -0.742 -0.182  C6 1.304
6 C -1.550 0.226 0.402  F1 1.345, H2 1.124, F5 1.304
7 O 2.191 -1.124 0.109  S3 1.461

Taken from the Löwdin analysis, the atomic charges in e are:
1. F 0.0311
2. H 0.0228
3. S 0.5741
4. Cl 0.0960
5. F 0.0674
6. C -0.2191
7. O -0.5723



The following is a DFT calculation (ωB97M-V/def2-TZVPD) of the molecule CHClF2OS2.

The calculation puts the lowest unoccupied orbital energy at -1.67 eV. The calculation puts the total energy at -1570.178588 Ha. The value obtained for the HOMO-LUMO gap is 8.4 eV. As for the multiplicity: 1. The HOMO energy comes out at -10.0547 eV. The energy above the lowest of the compared OMol25 structures with the same formula, charge and spin comes out at 23.9 kcal/mol.

Last columns: bonded neighbours and bond lengths (Å).
Atoms and positions in Å:
1 H -0.235 -0.909 -0.575  C8 1.080
2 S 1.830 0.612 0.297  S4 2.142, Cl5 2.099
3 F -2.080 -0.695 0.254  C8 1.314
4 S -0.179 1.324 0.505  S2 2.142, O7 1.456, C8 2.003
5 Cl 2.433 -0.401 -1.440  S2 2.099
6 F -0.380 -1.394 1.340  C8 1.377
7 O -0.618 2.042 -0.683  S4 1.456
8 C -0.772 -0.579 0.303  H1 1.080, F3 1.314, S4 2.003, F6 1.377

Taken from the Löwdin analysis, the atomic charges in e are:
1. H 0.0797
2. S 0.1793
3. F 0.0771
4. S 0.6762
5. Cl 0.0713
6. F 0.0017
7. O -0.5395
8. C -0.5459



The following is a DFT calculation (ωB97M-V/def2-TZVPD) of a cluster of 2 separate species, CHClFO2S in total.

The calculation puts the lowest unoccupied orbital energy at 3.64 eV. The calculation puts the total energy at -1147.417068 Ha. The value obtained for the HOMO-LUMO gap is 7.4 eV. As for the multiplicity: 1. The HOMO energy comes out at -3.7222 eV. The charge is -1. The energy above the lowest of the compared OMol25 structures with the same formula, charge and spin comes out at 37.4 kcal/mol.

Last columns: bonded neighbours and bond lengths (Å).
Atoms and positions in Å:
1 C -0.594 -0.382 -0.260  Cl2 1.779, F4 1.333, S7 2.015
2 Cl -0.823 -1.951 0.545  C1 1.779
3 O 1.595 0.303 1.526  S7 1.465
4 F -0.636 -0.629 -1.569  C1 1.333
5 O 1.020 1.806 -0.280  S7 1.503
6 H -1.803 0.483 -0.068  no bonds
7 S 1.239 0.370 0.106  C1 2.015, O3 1.465, O5 1.503

Taken from the Löwdin analysis, the atomic charges in e are:
1. C -0.9324
2. Cl 0.4733
3. O -0.5580
4. F -0.1554
5. O -0.5851
6. H 0.1650
7. S 0.5926



The following is a DFT calculation (ωB97M-V/def2-TZVPD) of a cluster of 2 separate species, CHClN2O in total.

The calculation puts the lowest unoccupied orbital energy (spin up / spin down) at -0.47 / -0.47 eV. The calculation puts the total energy at -683.542557 Ha. The value obtained for the HOMO-LUMO gap (spin up / spin down) is 8.6 / 8.6 eV. As for the multiplicity: 1. The HOMO energy (spin up / spin down) comes out at -9.0601 / -9.0599 eV. The energy above the lowest of the compared OMol25 structures with the same formula, charge and spin comes out at 41.8 kcal/mol.

Last columns: bonded neighbours and bond lengths (Å).
Atoms and positions in Å:
1 N 0.280 0.682 1.271  N2 1.172
2 N 0.555 -0.418 1.566  N1 1.172, H4 0.976
3 O -0.152 -0.889 -0.994  C6 1.184
4 H 0.285 -1.059 0.881  N2 0.976
5 Cl -0.770 1.408 -1.931  C6 1.704
6 C -0.198 0.277 -0.792  O3 1.184, Cl5 1.704

Taken from the Löwdin analysis, the atomic charges in e are:
1. N 0.1055
2. N 0.0262
3. O -0.0334
4. H 0.0112
5. Cl 0.6675
6. C -0.7769



The following is a DFT calculation (ωB97M-V/def2-TZVPD) of a cluster of 2 separate species, CHClN2O3 in total.

The calculation puts the lowest unoccupied orbital energy at -1.65 eV. The calculation puts the total energy at -833.895756 Ha. The value obtained for the HOMO-LUMO gap is 9.4 eV. As for the multiplicity: 1. The HOMO energy comes out at -11.0514 eV. As for the SMILES: O=[N+]([O-])C#[N+][O-].Cl. The energy above the lowest of the compared OMol25 structures with the same formula, charge and spin comes out at 22.1 kcal/mol.

Last columns: bonded neighbours and bond lengths (Å).
Atoms and positions in Å:
1 O 1.644 1.725 -0.158  N2 1.203
2 N 0.592 1.158 -0.019  O1 1.203, O5 1.211, C8 1.386
3 Cl -2.461 -0.874 -0.129  H7 1.292
4 N 0.977 -1.329 0.080  O6 1.162, C8 1.165
5 O -0.511 1.659 -0.016  N2 1.211
6 O 1.181 -2.473 0.080  N4 1.162
7 H -2.067 0.350 0.000  Cl3 1.292
8 C 0.646 -0.215 0.162  N2 1.386, N4 1.165

Taken from the Löwdin analysis, the atomic charges in e are:
1. O 0.1449
2. N -0.3768
3. Cl 0.3254
4. N -0.0673
5. O 0.0683
6. O 0.1270
7. H -0.2560
8. C 0.0346